(1)
ORCA calculation (the ωB97M-V functional and the def2-TZVPD basis) on C39H48BrCsN5O5P as an isolated structure in a non-equilibrium geometry.

## Properties
Charge: -2
LUMO level in eV: 3.28
E_HOMO in eV: -0.971
Energy above the lowest of the compared OMol25 structures with the same formula, charge and spin in kJ/mol: 32.1
Frontier orbital gap in eV: 4.3

Each line ends with the Löwdin charge.
CARTESIAN COORDINATES (ANGSTROEM)
1 Cs 0.242602 -1.007374 0.096886  0.97
2 C -3.068513 1.893050 2.043535  -0.14
3 C -3.524010 2.742534 0.776282  -0.53
4 C -4.069201 4.079335 1.218384  -0.16
5 P -2.089869 2.732616 -0.441622  1.07
6 C -2.851284 2.384113 -2.079097  -0.55
7 C -3.478772 3.648993 -2.638954  -0.16
8 C -1.735463 1.731840 -2.955085  -0.13
9 C -1.207206 4.273563 -0.384099  -0.34
10 C -1.766543 5.492596 -0.578822  -0.10
11 C -0.998070 6.656191 -0.431335  -0.33
12 C -1.487333 8.038104 -0.719468  -0.11
13 C 0.364010 6.538818 -0.124956  -0.08
14 C 0.972557 5.302229 -0.010597  -0.05
15 C 0.190772 4.144833 -0.076183  -0.31
16 N 0.718385 2.880369 -0.124322  0.03
17 C 1.973127 2.478488 0.247420  -0.27
18 C 2.472131 2.459888 1.586734  -0.20
19 C 1.630781 3.150801 2.736650  -0.04
20 C 3.575662 1.731813 1.960616  -0.06
21 C 4.272710 1.026102 0.976137  -0.28
22 C 5.415113 0.054691 1.314408  -0.07
23 C 3.913932 1.162433 -0.369082  -0.03
24 C 2.792743 1.878398 -0.760861  -0.22
25 C 2.368621 1.855885 -2.205405  -0.05
26 H -3.977738 1.827625 2.654158  0.06
27 H -2.223240 2.372367 2.550329  0.06
28 H -2.639043 0.918052 1.772289  0.02
29 H -4.269495 2.092386 0.273306  0.10
30 H -3.286992 4.783423 1.553552  0.07
31 H -4.677361 3.955105 2.122766  0.06
32 H -4.679488 4.632773 0.516301  0.05
33 H -3.632182 1.579333 -2.011196  0.11
34 H -2.782477 4.402320 -2.915641  0.05
35 H -4.175851 4.124658 -1.901789  0.06
36 H -4.145274 3.471817 -3.536804  0.08
37 H -0.887776 2.418798 -3.014899  0.06
38 H -2.183597 1.495569 -3.953273  0.08
39 H -1.548900 0.756659 -2.497903  0.03
40 H -2.897538 5.564794 -0.789471  0.12
41 H -0.699159 8.529955 -1.328385  0.07
42 H -1.635932 8.733127 0.134108  0.06
43 H -2.458308 8.146408 -1.223380  0.06
44 H 0.896282 7.494389 0.051112  0.11
45 H 2.002702 5.252157 0.087713  0.08
46 H 0.654476 2.663102 2.884136  0.06
47 H 1.443035 4.206723 2.547021  0.05
48 H 2.168700 3.051134 3.689091  0.05
49 H 3.799009 1.757180 3.035373  0.10
50 H 6.366880 0.397479 0.893063  0.07
51 H 5.189780 -0.950020 0.966387  0.05
52 H 5.512763 -0.031930 2.418786  0.06
53 H 4.513578 0.674029 -1.162070  0.11
54 H 2.863392 2.687074 -2.782233  0.08
55 H 1.296910 2.118691 -2.294375  0.05
56 H 2.611967 0.974335 -2.780940  0.07
57 C 6.387109 -3.823660 -2.437002  -0.08
58 N 5.122136 -3.705351 -1.787251  -0.10
59 C 4.424880 -4.869162 -1.600750  -0.11
60 C 3.128580 -4.877503 -1.243697  -0.01
61 C 2.563038 -3.584862 -0.770641  -0.52
62 O 1.552030 -3.640782 0.022732  -0.24
63 N 3.263536 -2.430157 -0.985473  0.15
64 C 4.572398 -2.410497 -1.465621  -0.50
65 O 5.285173 -1.454323 -1.687014  0.01
66 H 7.008783 -2.973412 -2.201399  0.07
67 H 6.343454 -3.969099 -3.556016  0.10
68 H 6.849096 -4.778934 -2.072965  0.08
69 H 5.095685 -5.710291 -1.662617  0.10
70 H 2.496307 -5.749941 -1.342911  0.09
71 N -1.990184 -1.576498 1.768022  0.02
72 C -1.917923 -2.385394 2.650436  -0.24
73 N -1.444618 -3.148911 3.625331  -0.12
74 C 0.026246 -3.288305 3.742183  -0.08
75 C 0.406224 -4.731635 3.408407  -0.19
76 O -0.325870 -5.716575 4.087163  -0.13
77 C -1.737543 -5.490327 4.178554  -0.17
78 C -2.156317 -4.029320 4.499888  -0.13
79 H 0.340967 -2.986239 4.742293  0.13
80 H 0.478040 -2.588504 3.040800  0.12
81 H 1.459251 -4.891588 3.706520  0.13
82 H 0.424559 -4.914053 2.321977  0.13
83 H -1.955223 -6.116297 5.039162  0.12
84 H -2.228848 -5.874108 3.287701  0.12
85 H -1.805118 -3.865950 5.569424  0.14
86 H -3.248762 -3.835513 4.469445  0.14
87 Br -3.019965 -7.800522 -1.948605  0.66
88 C -3.060782 -5.902771 -2.072588  -0.72
89 C -3.397393 -5.363310 -3.272019  -0.18
90 C -3.384385 -3.999605 -3.426527  0.00
91 C -2.815453 -3.188161 -2.371134  -0.11
92 C -2.396723 -3.786774 -1.211237  -0.02
93 C -2.655643 -5.151194 -0.999392  -0.12
94 C -2.394655 -1.752363 -2.668215  -0.68
95 O -3.254530 -1.037053 -3.198891  -0.02
96 O -1.188685 -1.521568 -2.377621  -0.20
97 H -3.726187 -6.074406 -4.046665  0.09
98 H -3.742054 -3.648027 -4.378700  0.11
99 H -2.143597 -3.188865 -0.305377  0.09
100 H -2.383039 -5.598013 -0.084007  0.08

Atoms 1-2, force components in eV/Å:
0.697 0.745 -0.828
-0.020 0.763 -1.162

---

(2)
ORCA calculation (the ωB97M-V functional and the def2-TZVPD basis) on one molecule with the formula C6H11N in a non-equilibrium geometry.

## Properties
LUMO level in eV: 1.00
E_HOMO in eV: -7.958
Energy above the lowest of the compared OMol25 structures with the same formula, charge and spin in kJ/mol: 168.8
Frontier orbital gap in eV: 9.0

Each line ends with the Löwdin charge.
CARTESIAN COORDINATES (ANGSTROEM)
1 C -2.012738 -0.984869 1.518252  0.03
2 C -1.101505 -0.029463 1.108164  -0.13
3 C 0.060547 -0.256013 0.237262  -0.32
4 N 0.707657 -1.505015 0.652054  0.10
5 C 0.532794 0.664330 -0.604922  -0.29
6 C 1.870186 0.390161 -1.309297  -0.08
7 C -0.348271 1.663965 -1.327542  -0.08
8 H -2.798390 -0.609162 2.164399  0.05
9 H -1.830588 -2.022751 1.270637  0.05
10 H -1.428394 0.998246 1.265897  0.10
11 H 0.345417 -1.628798 1.583275  0.06
12 H 1.704349 -1.386137 0.505816  0.06
13 H 2.708958 0.188003 -0.617977  0.07
14 H 1.917255 -0.581927 -1.832319  0.08
15 H 2.142719 1.168441 -2.014484  0.07
16 H -0.173050 1.637120 -2.396988  0.07
17 H -0.139567 2.733233 -1.045873  0.09
18 H -1.437807 1.512286 -1.264984  0.08

Atoms 1-2, force components in eV/Å:
2.452 2.145 -0.403
-3.169 -1.043 -0.640

---

(3)
ORCA calculation (the ωB97M-V functional and the def2-TZVPD basis) on C2H3O2 as an isolated structure in a non-equilibrium geometry.

## Properties
Charge: +1
LUMO level in eV: -7.71
E_HOMO in eV: -17.451
Energy above the lowest of the compared OMol25 structures with the same formula, charge and spin in kJ/mol: 359.8
Frontier orbital gap in eV: 9.7

Each line ends with the Löwdin charge.
CARTESIAN COORDINATES (ANGSTROEM)
1 C 0.244735 0.856766 1.069258  0.38
2 C -0.032857 -0.406042 -0.507609  -0.17
3 O -0.661099 0.579033 0.264948  0.18
4 O 1.241886 -0.439432 0.117284  0.06
5 H 0.506900 1.456592 1.929413  0.19
6 H -0.570821 -1.371183 -0.421219  0.18
7 H 0.009551 -0.132028 -1.579408  0.18

Atoms 1-2, force components in eV/Å:
3.155 -5.329 -4.374
0.915 -2.260 -1.797

---

(4)
ORCA calculation (the ωB97M-V functional and the def2-TZVPD basis) on a 3-piece molecular cluster, C4H16N2O2 overall in a non-equilibrium geometry.

## Properties
LUMO level in eV: 0.43
E_HOMO in eV: -8.622
Energy above the lowest of the compared OMol25 structures with the same formula, charge and spin in kJ/mol: 68.1
Frontier orbital gap in eV: 9.1

Each line ends with the Löwdin charge.
CARTESIAN COORDINATES (ANGSTROEM)
1 C -0.260144 -1.509500 0.015951  -0.09
2 C -0.332339 -0.287746 0.983754  -0.19
3 C 0.784091 0.719909 0.607656  -0.42
4 N 1.302128 1.367490 1.831293  0.03
5 C 0.280994 1.850454 -0.271334  -0.25
6 N -0.252695 1.442584 -1.577544  0.00
7 H 0.211919 -1.099843 -0.871936  0.03
8 H 0.305294 -2.373270 0.340666  0.07
9 H -1.287511 -1.773215 -0.238797  0.05
10 H -0.195566 -0.616241 2.004716  0.10
11 H -1.284621 0.209939 0.822989  0.10
12 H 1.570585 0.137557 0.137012  0.11
13 H 1.563353 0.688406 2.527347  0.06
14 H 2.061466 1.993703 1.612045  0.06
15 H -0.513612 2.412549 0.192923  0.11
16 H 1.118362 2.522648 -0.471385  0.11
17 H 0.308188 0.760577 -2.070577  0.04
18 H -1.253948 1.300645 -1.598145  0.06
19 O 2.446648 -0.690226 -2.300737  -0.06
20 H 2.557587 -0.977837 -3.216944  0.05
21 H 3.243651 -1.046640 -1.888528  0.04
22 O -3.838262 -2.040813 1.191087  -0.07
23 H -2.883407 -2.010937 1.052600  0.00
24 H -4.171523 -2.114092 0.274274  0.05

Atoms 1-2, force components in eV/Å:
-0.594 1.331 -0.009
0.974 -0.364 -1.022